Computed, not measured: a molecular structure, C24H30BBr33IN2O at a distorted geometry, with ωB97M-V/def2-TZVPD.

The geometry in XYZ format:
```
92
Properties=species:S:1:pos:R:3:forces:R:3
C -1.33482 0.12488 -9.67340 -0.4 -0.1 -0.1
H -1.43120 -1.91147 -9.27905 -0.1 -0.4 0.0
H -2.08639 8.40407 0.96169 0.0 0.0 0.0
H -0.68195 1.88700 -10.61253 -0.1 0.4 -0.1
Br -5.28803 -3.15332 6.86074 0.0 0.0 0.0
Br -0.19167 7.35694 -0.22553 0.0 0.0 0.0
C -0.67684 -0.03408 7.56981 0.0 0.0 0.0
H -3.55042 -1.04567 -6.39832 -0.2 0.1 0.4
Br 5.07045 -2.51077 13.89590 0.0 0.0 0.0
C 2.55874 -0.24583 3.13709 0.0 0.0 0.0
H -0.76156 -0.37666 6.54953 0.0 0.0 -0.1
Br -1.96468 -8.16732 0.85124 0.0 0.0 0.1
C -4.70743 -3.08124 -0.96150 0.1 -0.1 0.0
H 5.55766 0.93780 9.88048 0.0 0.0 0.0
H 0.11839 -1.18505 -8.95472 0.4 0.0 0.1
H -2.53087 -0.77829 -2.93140 -0.1 -0.1 0.3
H -0.13936 -2.67973 -6.94994 0.0 -0.3 0.1
Br 2.81884 4.51681 5.08548 -0.1 0.1 0.0
H 3.16024 -1.11212 2.90679 0.0 0.0 0.0
Br 6.17868 0.28685 7.58329 0.2 -0.1 -0.1
Br -3.01501 -7.32192 -2.02036 0.1 0.0 -0.1
C -0.39729 0.61168 -2.87082 0.2 0.6 -0.9
Br 0.13187 -4.75814 -1.68383 0.2 -0.4 0.0
H -2.42278 -9.54995 -1.14259 0.0 -0.1 0.0
H 2.48275 -3.99574 -1.86301 0.0 -0.1 0.0
Br -2.87581 -3.62570 -1.11341 -0.1 0.2 0.0
C -1.10726 0.32510 -4.05282 0.6 0.3 0.3
H 1.30585 1.59921 -1.96361 0.1 0.0 0.3
H 4.43867 5.40208 6.71217 0.0 0.0 0.0
C -0.29268 1.15482 -9.92129 0.1 0.2 -0.4
C 1.26060 1.84916 -4.09349 -0.8 -0.4 -0.2
C -1.06497 8.21502 1.25242 0.1 0.0 0.0
H -5.81465 -4.55613 4.89923 0.0 0.0 0.0
C 3.64830 8.73152 4.55384 -0.1 -0.1 0.0
H -5.22527 -3.41364 -1.84913 0.0 0.0 -0.1
C 4.30112 4.41703 6.29600 0.0 -0.1 0.0
I -4.55339 -3.66261 -5.36455 -0.4 -0.1 0.5
C -0.63183 0.80952 -5.29247 0.6 0.3 0.5
H 0.03515 1.63045 -9.00909 0.2 0.1 0.2
Br -1.11061 7.07604 2.80009 0.0 0.0 0.0
B -1.33576 -0.96589 -7.20466 0.4 -0.2 0.1
O -2.37078 -3.85522 -7.33395 1.2 -2.2 -1.0
C -2.34214 -0.50969 -3.96132 0.3 0.1 0.2
Br 4.11396 10.57500 4.27772 0.0 0.0 0.0
Br -4.87847 -1.17059 -0.88175 0.0 0.1 0.0
C -5.38740 -3.56923 4.98367 0.0 0.0 0.0
H 0.56231 0.67719 -10.38293 0.4 -0.1 0.0
Br 1.22773 -1.88350 -2.27106 0.1 -0.1 0.1
Br -1.42735 1.73260 7.63661 0.0 0.0 0.0
C 0.55278 1.56455 -5.27633 0.1 -0.1 1.0
H -3.37733 -1.45465 -8.05492 -0.1 0.0 -0.4
Br 4.19927 -1.09418 9.60394 -0.1 -0.2 0.1
H -2.20078 -1.42488 -4.51689 -0.1 -0.2 -0.3
C 5.77991 -0.01968 9.43220 0.0 0.1 0.0
N -2.47486 0.31407 -10.21764 -0.2 0.1 -0.1
Br -0.17444 -8.72766 -1.71568 0.0 0.0 0.0
H 0.93496 1.95097 -6.20674 0.1 0.1 -0.2
H -0.77406 0.23969 -1.93645 -0.2 -0.1 0.3
Br 3.09949 -0.67405 15.58754 0.0 0.0 0.0
Br 4.64802 0.52596 13.08943 0.0 0.2 0.1
Br 1.04145 -0.87258 4.14109 -0.1 -0.1 0.0
Br 3.64853 0.94736 4.18281 0.0 0.0 0.0
C -0.95126 -1.03662 -8.85028 -0.1 0.0 0.2
Br -1.66179 -1.26665 8.66765 0.0 0.0 0.0
Br 2.95498 7.92507 2.96083 0.0 0.0 -0.1
Br 1.96879 -3.32592 0.46510 0.1 -0.1 0.1
Br -5.54791 -3.92252 0.55729 -0.1 0.0 0.0
H -3.21254 0.02831 -4.31675 -0.3 0.0 -0.3
Br -0.25669 9.91167 1.65609 0.0 0.1 0.0
C -2.91660 -1.58125 -7.08001 0.0 1.1 0.0
C 3.83952 -1.03800 13.85293 0.0 0.0 -0.1
Br 7.27049 -0.76716 10.38884 0.0 0.0 0.0
Br 3.94782 3.21550 7.75231 -0.2 0.0 0.1
Br 1.18978 -0.02527 8.01656 0.0 0.0 0.0
N -0.34902 -1.85859 -6.39270 -0.3 0.2 -0.4
Br 5.93106 3.95196 5.38527 0.0 0.0 0.0
H 0.54595 -1.38739 -6.32253 0.1 0.1 0.2
C 0.77792 1.37728 -2.87362 -0.4 -0.2 -0.9
Br 5.13109 7.72604 5.25872 0.1 0.1 0.0
H -2.30988 0.99358 -6.55109 -0.4 0.0 0.0
C -2.96842 -3.00015 -6.85385 -0.5 1.2 0.5
C 1.60466 -3.55896 -1.41273 -0.2 0.3 -0.2
H -0.78263 1.25571 -7.28295 0.1 0.2 -0.4
H 2.86610 8.70685 5.29681 0.0 0.0 0.0
C -1.30229 0.58912 -6.61433 -0.2 -0.4 0.4
Br -3.64577 -3.62831 4.17949 0.0 0.0 0.0
Br 2.01747 0.53921 1.47909 0.0 0.1 -0.1
C -1.96244 -8.58150 -1.02724 -0.1 0.0 0.0
H -3.08431 -0.47753 -10.01099 0.0 0.0 0.0
H 3.02265 -1.32148 13.20679 0.0 0.0 0.0
Br -6.55283 -2.35968 4.05336 0.0 0.0 0.0
H 2.16052 2.44048 -4.13169 0.2 0.1 0.0
```
Positions in Å, forces in eV/Å.

- Orbital gap: 5.9143 eV
- Net charge: -1
- Molar mass: 3137.07 g/mol
- HOMO level: -5.212 eV
- DFT total energy: -86382.2653 Eh

***

Computed, not measured: a molecular structure, C40H34N6O2PS3Zr, with ωB97M-V/def2-TZVPD.

The geometry in XYZ format:
```
87
Properties=species:S:1:pos:R:3:forces:R:3
N -2.60829 -2.59361 -0.34577 -0.2 -0.2 0.0
S 2.95924 -2.94609 -2.55428 0.0 0.0 0.2
C 0.37908 2.91075 2.15864 -0.1 0.0 0.0
C -1.02392 -2.88232 2.14338 0.2 0.0 -0.1
H 4.97575 -2.00820 -3.30488 0.0 0.0 0.0
C -3.69855 -4.66833 -0.71559 -0.1 0.0 0.0
H 2.06141 4.21458 1.81772 0.0 0.0 0.0
C -0.99045 -1.21363 -3.49464 0.0 -0.2 0.2
C 3.28391 3.58462 -2.16674 0.0 0.0 0.0
H 1.40481 4.53291 -2.59321 0.0 0.0 0.0
H 4.66913 -1.53444 -1.61998 0.0 0.0 0.0
H -2.13135 2.64512 -4.22621 0.0 0.0 0.0
H -0.31824 -0.23690 -7.18374 0.0 0.0 0.0
N -1.45731 -1.62061 1.96552 -0.1 -0.4 0.0
H -2.62711 -0.10957 2.70414 -0.1 0.0 0.0
H 4.61345 -1.19578 4.65975 0.0 0.0 0.0
C 2.01288 -0.67930 2.56026 0.1 0.0 0.0
C 1.93160 2.27211 -0.12503 0.1 0.1 0.0
H -1.59311 -4.29159 -0.93187 0.0 0.0 0.0
H 3.80438 -0.71541 -2.95503 0.0 0.0 0.0
C -0.71592 -2.19425 -4.44497 0.1 -0.1 -0.1
O -0.13568 0.60335 0.89765 0.1 0.3 0.1
H -1.06861 5.81544 4.24917 0.0 0.0 0.0
H -5.83073 -4.65599 -0.39990 0.0 0.0 0.0
C -2.31426 3.03768 -2.13973 0.0 0.0 -0.1
C 1.25873 3.18182 -0.94017 0.0 0.0 0.0
C -1.98157 2.23013 -1.10995 0.0 -0.1 0.0
C -1.44603 -3.68887 3.18081 0.0 0.0 0.1
C -2.30692 -1.12882 2.85993 0.1 0.1 0.0
C 0.58134 5.13272 3.06228 0.0 0.0 0.0
C -0.66483 5.00144 3.66114 0.0 0.0 0.0
N 0.28326 -2.60569 0.18994 0.4 -0.5 -0.3
H -2.09812 2.39867 -0.05280 0.0 0.0 0.0
C -2.35946 -3.17195 4.09061 0.0 -0.1 0.0
C 3.28936 2.03287 -0.33168 0.0 -0.1 -0.1
H -0.27262 -2.62053 -6.48754 0.0 0.0 0.0
H 3.81556 1.31468 0.28229 0.0 0.0 0.0
P 1.04196 1.51850 1.23592 -0.3 0.1 0.0
C -3.77990 -1.98821 -0.11532 -0.1 0.0 0.1
S 1.46753 -0.54724 -1.47105 0.0 -0.3 0.2
C 2.87853 -1.35051 3.41218 0.0 0.0 0.0
H -3.63486 -5.71118 -0.98999 0.0 0.0 0.0
H -3.47487 -1.41356 4.63159 0.0 0.0 0.0
C 4.13784 0.67661 3.72809 0.0 0.0 0.0
C 2.21584 0.66626 2.28043 0.0 0.0 0.1
C -4.92142 -4.06814 -0.39777 0.0 0.0 0.0
C 1.79714 -2.23760 -1.42424 0.2 0.1 -0.2
C -2.56857 -3.89134 -0.68127 0.1 0.1 0.1
C -4.97044 -2.72564 -0.10427 0.0 0.1 0.0
H -2.76086 4.01520 -2.16883 0.0 0.0 0.0
C -1.39514 3.83225 3.50357 0.0 0.0 0.0
C -1.06091 0.12552 -3.88960 0.0 0.2 0.0
H -2.37046 3.73629 3.96212 0.0 0.0 0.0
H 1.14422 6.04932 3.17765 0.0 0.0 0.0
H 0.45478 -4.31829 1.29672 0.0 0.0 0.0
H 3.81268 4.09664 -2.96035 0.0 0.0 0.0
N -1.97651 2.34130 -3.28105 0.0 0.1 0.0
C 3.27973 1.34807 2.87493 0.0 0.0 0.0
C -2.78082 -1.86618 3.93788 0.0 0.0 0.0
H 2.72191 -2.40027 3.62469 0.0 0.0 0.0
S -3.66477 -0.26332 0.10636 0.2 -0.1 -0.1
N 1.27084 -3.13092 -0.63675 -0.3 0.1 0.1
H 3.44179 2.40047 2.67560 0.0 0.0 0.0
H -2.72316 -3.77911 4.90885 0.0 0.0 0.0
C 1.10230 4.09396 2.30720 0.0 0.0 0.0
C 3.93879 -0.67363 3.99407 0.0 0.0 0.0
H 0.21112 3.39285 -0.77352 0.0 0.0 0.0
H 4.95888 1.20660 4.19220 0.0 0.0 0.0
O -1.20417 -1.57540 -2.22766 -0.3 0.0 -0.8
C -0.48705 -1.84728 -5.76131 0.0 0.0 0.0
C 4.22095 -1.65629 -2.60360 -0.1 0.0 -0.1
H 1.17803 -1.19092 2.10832 0.0 0.0 0.0
C -0.03448 -3.35600 1.17096 -0.1 0.0 0.3
N -1.44381 1.05441 -1.60439 0.0 0.2 -0.1
C -0.87255 2.78557 2.75813 0.0 0.0 0.0
Zr -1.07191 -0.84618 -0.40801 0.1 0.6 0.4
C 3.96253 2.69272 -1.34795 0.0 0.0 0.0
H -0.67938 -3.22558 -4.11835 0.0 0.0 0.0
C -0.51963 -0.51099 -6.15752 0.0 0.0 0.0
H -1.06625 -4.69783 3.27012 0.0 0.0 0.0
H 5.01748 2.50808 -1.50145 0.0 0.0 0.0
C -1.45899 1.14636 -2.92811 0.0 -0.1 0.0
H -1.43304 1.86817 2.63257 0.0 0.0 0.0
C 1.93149 3.82600 -1.96522 0.0 0.0 0.0
H -0.80550 1.50256 -5.52442 0.0 0.0 0.0
C -0.80728 0.46096 -5.22218 0.0 0.0 0.0
H -5.90045 -2.22009 0.11448 0.0 0.0 0.0
```
Positions in Å, forces in eV/Å.

- Orbital gap: 6.9588 eV
- Net charge: +1
- Molar mass: 849.15 g/mol
- Energy above the lowest of the compared OMol25 structures with the same formula, charge and spin: 31.5 kJ/mol
- HOMO level: -10.214 eV
- DFT total energy: -3606.7762 Eh

***

The lowest DFT total energy belongs to which entry? C24H30BBr33IN2O